Molecular formula: C16H17N
Method: DFT, the ωB97M-V functional and the def2-TZVPD basis

Output
LUMO level (alpha / beta) = 3.2 / 3.1 eV
electronic energy = -674.51493 a.u.
HOMO level (alpha / beta) = 0.672 / -2.723 eV
strongest force on any atom = 6.3 eV/Å
energy relative to the best compared isomer or geometry (same formula, charge and spin) = 249.2 kJ/mol

ORCA input file:
```
! RIJCOSX wB97M-V def2-TZVPD def2/J DEFGRID3
* xyz -1 2
C 3.2376 -2.4063 -1.4562
C 0.7423 -2.2236 -1.2402
C 1.9556 -2.8029 -0.8856
C -0.3736 -2.6474 -0.5111
C -0.3518 -3.6392 0.5117
C 1.9338 -3.7681 0.1855
C 0.8406 -4.2862 0.8434
H 0.6459 -1.4967 -2.1628
H -1.3187 -2.0930 -0.6882
H 3.8283 -1.5963 -0.9995
H 3.1465 -2.3517 -2.4817
H -1.2540 -3.8248 1.2006
H 2.9421 -4.1331 0.5615
H 0.9908 -4.9557 1.6540
H 4.1205 -3.2248 -1.2381
C -0.6614 2.4120 -2.6964
C -0.5773 1.9876 -0.0236
C -0.9406 2.5468 -1.2406
C -1.2117 2.7291 1.0492
C -1.6536 3.7234 -0.9773
C 0.1480 0.8522 0.3749
C 0.1254 0.4861 1.6278
C -0.7624 1.0249 2.5838
C -1.2764 2.3399 2.3200
N -1.8828 3.7735 0.4261
H 0.8860 0.3285 -0.2437
H 0.5400 -0.5649 1.8211
H -0.9895 0.6756 3.5398
H 0.4511 2.1111 -2.6805
H -0.6107 3.3043 -3.2992
H -2.0013 4.5004 -1.6000
H -2.4136 4.5230 0.9436
H -1.7625 2.8814 3.1127
H -1.0683 1.5324 -3.2140
*
```

---

Molecular formula: C16H17N
Method: DFT, the ωB97M-V functional and the def2-TZVPD basis

Output
LUMO level (alpha / beta) = 3.0 / 2.8 eV
electronic energy = -674.59671 a.u.
HOMO level (alpha / beta) = 0.706 / -2.686 eV
strongest force on any atom = 1.8 eV/Å
energy relative to the best compared isomer or geometry (same formula, charge and spin) = 34.5 kJ/mol

ORCA input file:
```
! RIJCOSX wB97M-V def2-TZVPD def2/J DEFGRID3
* xyz -1 2
C -4.2509 3.0892 -2.1900
C -1.8467 0.5030 -0.9725
C -2.5081 1.1808 -2.0284
C -3.3271 2.1720 -1.4391
C -3.2732 2.0289 -0.0606
C -0.6426 -0.8760 -2.5152
C -0.8834 -0.5039 -1.1506
C -1.1843 -0.1568 -3.5716
C -2.1441 0.8445 -3.3779
N -2.3386 1.0120 0.2000
H 0.2193 -1.5023 -2.7585
H -0.4343 -1.0335 -0.3261
H -0.8844 -0.3848 -4.5899
H -2.5118 1.4300 -4.2105
H -2.1053 0.7581 1.1422
H -3.6043 2.6654 0.7449
H -3.8135 3.3308 -3.1543
H -4.3628 4.0519 -1.6888
H -5.2360 2.6521 -2.3673
C 4.1164 0.2187 3.2524
C 1.9337 -2.9505 1.3680
C 1.2819 -2.0355 2.2115
C 3.2627 -2.7885 1.0537
C 2.0204 -1.0593 2.8366
C 3.9846 -1.7468 1.6762
C 3.3763 -0.8683 2.5390
H 1.3650 -3.7671 0.9490
H 0.2039 -2.0752 2.3026
H 3.8408 -3.5799 0.6058
H 1.6734 -0.4584 3.6649
H 5.0457 -1.6653 1.4679
H 3.8049 1.2296 3.0051
H 5.1881 0.1375 3.0404
H 4.0343 0.1475 4.3412
*
```

---

Molecular formula: C16H17N
Method: DFT, the ωB97M-V functional and the def2-TZVPD basis

Output
LUMO level (alpha / beta) = 3.0 / 3.0 eV
electronic energy = -674.57307 a.u.
HOMO level (alpha / beta) = 0.604 / -2.936 eV
strongest force on any atom = 1.9 eV/Å
energy relative to the best compared isomer or geometry (same formula, charge and spin) = 96.6 kJ/mol

ORCA input file:
```
! RIJCOSX wB97M-V def2-TZVPD def2/J DEFGRID3
* xyz -1 2
C -2.4384 0.7641 1.4407
C -3.1897 3.0916 -1.4389
C -2.5722 4.3215 -1.1064
C -3.1948 1.9996 -0.6220
C -2.4094 1.9661 0.5575
C -1.8560 4.2702 0.0732
C -1.7128 3.1032 0.8775
H -3.6925 2.9649 -2.3957
H -2.5846 5.2086 -1.7151
H -3.7940 1.1393 -0.8894
H -1.5259 5.1623 0.6030
H -2.2116 1.0368 2.4712
H -1.7481 -0.0020 1.0791
H -0.9704 3.1578 1.6625
H -3.3693 0.1980 1.4992
C 0.6660 -4.1273 1.1222
C -0.1656 -1.8736 0.2202
C 0.8626 -2.7569 0.5412
C 1.7758 -0.9305 -0.4527
C 2.1055 -2.2267 0.0924
C 2.7192 -0.1488 -1.0824
C 3.4748 -2.6164 -0.0422
C 4.0418 -0.6092 -1.3157
C 4.3978 -1.8448 -0.7382
N 0.4234 -0.7422 -0.3696
H -1.1835 -2.2185 0.1102
H 0.0137 0.1695 -0.4739
H 0.3189 -4.8409 0.3851
H -0.0288 -4.0530 1.9803
H 2.4538 0.7988 -1.5574
H 3.6985 -3.6227 0.3132
H 4.7346 -0.1949 -2.0356
H 5.4333 -2.0909 -0.5064
H 1.5278 -4.4530 1.7129
*
```

---

Molecular formula: C16H17N5
Method: DFT, the ωB97M-V functional and the def2-TZVPD basis

Output
LUMO level = -0.6 eV
electronic energy = -893.63482 a.u.
HOMO level = -8.168 eV
strongest force on any atom = 1.2 eV/Å
SMILES = C=CCN1CCN(c2nc3ccccc3nc2C#N)CC1
energy relative to the best compared isomer or geometry (same formula, charge and spin) = 190.2 kJ/mol

ORCA input file:
```
! RIJCOSX wB97M-V def2-TZVPD def2/J DEFGRID3
* xyz 0 1
C 4.4068 -0.8619 -1.1254
C 3.8506 -1.5378 -0.1386
C 3.4278 -0.9165 1.1592
N 1.9844 -0.7510 1.2286
C 1.2714 -2.0170 1.1526
C -0.1892 -1.8025 1.5769
N -0.5827 -0.4497 1.2865
C -1.2354 -0.0247 0.1874
N -1.4944 1.2741 0.1253
C -2.2491 1.7543 -0.8737
C -2.5387 3.1318 -0.9469
C -3.3476 3.6010 -1.9441
C -3.8945 2.7338 -2.9075
C -3.6210 1.3952 -2.8749
C -2.7866 0.8830 -1.8625
N -2.4544 -0.4172 -1.8538
C -1.6938 -0.8780 -0.8883
C -1.3059 -2.2284 -1.0668
N -0.9936 -3.3105 -1.2922
C 0.1116 0.5093 2.1223
C 1.5491 0.0212 2.3754
H 4.7025 -1.3366 -2.0453
H 4.5903 0.1976 -1.0535
H 3.6775 -2.6006 -0.2350
H 3.7982 -1.5396 1.9967
H 3.8744 0.0774 1.2439
H 1.3097 -2.3667 0.1179
H 1.7286 -2.7877 1.7989
H -0.2923 -1.9368 2.6598
H -0.8457 -2.5201 1.0897
H -2.1206 3.7845 -0.1964
H -3.5783 4.6551 -1.9987
H -4.5326 3.1393 -3.6784
H -4.0215 0.7081 -3.6039
H -0.4230 0.6324 3.0713
H 0.1089 1.4625 1.5936
H 2.2039 0.8867 2.4888
H 1.6053 -0.5642 3.3112
*
```

---

Molecular formula: C16H17N5O
Method: DFT, the ωB97M-V functional and the def2-TZVPD basis

Output
LUMO level = -0.2 eV
electronic energy = -968.77279 a.u.
HOMO level = -8.479 eV
strongest force on any atom = 7.2 eV/Å
energy relative to the best compared isomer or geometry (same formula, charge and spin) = 365.0 kJ/mol

ORCA input file:
```
! RIJCOSX wB97M-V def2-TZVPD def2/J DEFGRID3
* xyz 0 1
N 2.9776 -3.1734 -0.4386
O 3.4202 4.3483 3.0548
N 1.1058 -2.6320 -1.9455
N -2.4413 -0.7757 -0.5744
N 2.0717 -2.9110 -1.1663
C 2.4711 3.5612 2.8193
C -1.2432 -0.6102 0.1235
C -3.6000 -2.2704 -3.6936
C -2.3353 -2.6423 -4.3273
C -0.0640 -1.3062 -0.2936
C -3.5503 -1.6613 -2.3914
C -1.2140 -2.5742 -3.5858
C -0.0170 -1.9017 -1.5037
C -2.3317 -1.5603 -1.7160
C -1.1871 -2.0360 -2.2770
N -0.0791 0.8914 1.5356
C -1.3639 0.1270 1.4306
C 0.7803 0.6715 2.7084
C 0.0076 2.2246 0.9075
C 2.2675 0.9432 2.4147
C 1.5696 2.6551 0.6405
C 2.5207 2.3652 1.8245
H 1.5257 3.8625 3.3310
H -4.5918 -2.2225 -4.1300
H -2.1664 -2.9576 -5.4035
H 0.9110 -1.2363 0.1861
H -4.5039 -1.4522 -1.8617
H -0.3091 -2.9127 -4.1243
H -2.2626 0.7650 1.5907
H -1.2990 -0.6846 2.2172
H 0.8073 -0.3989 3.0419
H 0.4725 1.2717 3.5285
H -0.5175 2.2276 -0.1052
H -0.4021 2.9520 1.5673
H 2.8126 0.8155 3.3711
H 2.7014 0.2350 1.6945
H 1.8262 1.9537 -0.1462
H 1.6817 3.6727 0.3316
H 3.5489 2.3760 1.3649
*
```

---

Molecular formula: C16H17NO
Method: DFT, the ωB97M-V functional and the def2-TZVPD basis

Output
LUMO level = 0.8 eV
electronic energy = -749.84883 a.u.
HOMO level = -7.624 eV
strongest force on any atom = 2.7 eV/Å
SMILES = Cc1c[nH]c2ccccc12.Cc1ccc(O)cc1
energy relative to the best compared isomer or geometry (same formula, charge and spin) = 135.1 kJ/mol

ORCA input file:
```
! RIJCOSX wB97M-V def2-TZVPD def2/J DEFGRID3
* xyz 0 1
C 2.4285 -0.7005 -2.4057
C 0.9421 -0.7759 -2.4465
C 0.1026 -1.5864 -3.2001
N -1.1849 -1.0734 -3.2036
C -1.2369 0.0461 -2.4177
C -2.2757 0.9467 -2.1605
C -1.9883 2.0463 -1.3446
C -0.7606 2.1507 -0.7044
C 0.2969 1.3115 -1.0438
C 0.0851 0.2706 -1.9485
H 2.7279 0.2471 -1.9706
H 2.8936 -0.7819 -3.3888
H 2.7486 -1.6061 -1.8680
H 0.3874 -2.5563 -3.5750
H -1.9241 -1.7696 -3.1699
H -3.1015 0.8409 -2.8489
H -2.8124 2.6214 -0.9450
H -0.5300 2.8206 0.1165
H 1.3208 1.4751 -0.7342
C -1.8332 -1.0449 4.2045
C -0.6931 -0.6295 3.2986
C -0.4425 -1.2993 2.0773
C 0.6096 -0.8540 1.2778
C 1.4388 0.1414 1.7621
O 2.5818 0.3027 1.0304
C 1.1634 0.9084 2.8779
C 0.1770 0.3453 3.7076
H -2.2614 -2.0260 4.0333
H -2.6500 -0.3298 4.0887
H -1.5604 -1.0654 5.2610
H -0.9930 -2.2068 1.8721
H 0.8309 -1.3476 0.3446
H 3.2498 0.9790 1.2123
H 1.6999 1.8335 3.0292
H -0.0576 0.9033 4.6155
*
```